[1]
2 unconnected molecules or ions with the total composition C3H9N2O in a non-equilibrium geometry. Source: the OMol25 dataset; level of theory: ωB97M-V with the def2-TZVPD basis set.

Summary:
Frontier orbital gap (spin up / spin down)   0.3917 / 0.2843 Ha
E_tot   -8281.28873 eV
⟨S²⟩   0.7540
ΔE to the lowest compared entry with this formula, charge and spin   1.8497 eV

The geometry in ORCA input format:
```
! RIJCOSX wB97M-V def2-TZVPD def2/J DEFGRID3
* xyz 0 2
H -1.233 0.968 0.750
H -0.384 -4.120 -0.117
N -0.836 -3.210 -0.208
H 0.110 1.379 2.590
N -0.515 1.673 0.617
H 0.601 -2.821 -1.667
H 1.093 0.498 1.402
C -0.272 -2.510 -1.090
H 1.248 2.262 1.591
C -0.040 1.532 -0.751
O 0.470 0.332 -1.102
H -0.648 -1.512 -1.287
H 0.735 2.295 -0.910
H -0.874 1.810 -1.413
C 0.544 1.425 1.596
*
```

---

[2]
A molecular structure, C30H38N7O11PS in a non-equilibrium geometry. Source: the OMol25 dataset; level of theory: ωB97M-V with the def2-TZVPD basis set.

Summary:
Frontier orbital gap   0.2535 Ha
E_tot   -84790.86839 eV
ΔE to the lowest compared entry with this formula, charge and spin   0.0000 eV

The geometry in ORCA input format:
```
! RIJCOSX wB97M-V def2-TZVPD def2/J DEFGRID3
* xyz 0 1
N -4.064 3.774 -7.377
O 1.393 -0.876 3.089
H 5.465 -4.642 5.321
C 4.636 -2.372 -4.322
C 0.539 0.221 -2.687
C 1.210 1.344 -1.815
C -2.480 1.810 -4.623
C -3.540 2.649 -6.604
H -3.200 1.279 0.266
N -3.816 1.789 5.027
H -3.784 4.852 8.464
N 2.346 1.900 -2.618
C -5.421 3.650 5.172
H -1.508 0.197 2.698
H -2.052 1.980 -3.646
H 4.327 -2.375 -5.361
C 3.089 -2.318 4.667
C 2.941 -2.559 3.307
C -4.240 4.513 7.543
H 2.912 -3.463 -3.651
H 0.829 0.339 -3.758
H 4.126 -2.896 6.451
C 5.827 -1.756 -3.955
C -0.825 -1.944 0.788
H 5.173 -5.059 2.901
C -3.583 1.371 -7.144
C 4.587 -4.293 3.394
H 2.013 2.126 -3.557
O -0.905 0.220 -2.623
H 2.511 -1.552 5.168
H -1.940 -3.825 0.704
C -2.340 0.798 2.268
C 5.433 -2.381 -1.677
H 0.924 -0.776 -2.338
O -4.348 1.455 3.989
C -2.509 0.525 -5.159
C -5.335 5.190 7.019
H -2.883 2.876 7.304
H -2.966 3.873 -4.923
C -3.063 0.309 -6.417
H 0.068 -1.596 0.227
N 1.765 0.833 -0.546
H 3.005 1.124 -2.679
H -4.012 1.191 -8.121
C -4.332 2.975 5.709
C -3.734 3.399 6.888
O -2.767 -1.369 -1.402
C 3.677 -3.543 2.665
H -3.087 -0.691 -6.832
H -3.270 0.318 2.608
H 6.443 -1.277 -4.706
N 2.007 -1.757 2.523
C 3.998 -3.074 5.391
H -1.399 1.117 0.280
C 6.230 -1.756 -2.627
O -4.550 3.538 -8.465
H -5.733 6.055 7.537
H -0.309 -3.926 1.556
H -0.370 -3.900 -0.236
C 4.749 -4.058 4.754
C -2.996 2.878 -5.347
O 1.902 -2.019 1.339
C -5.923 4.762 5.835
H 2.012 -0.152 -0.628
C 3.840 -2.987 -3.362
H 2.572 1.385 -0.268
H -5.883 3.323 4.251
O 5.155 -2.986 0.520
H 3.553 -3.730 1.613
O -3.982 4.884 -6.890
H -2.099 -0.323 -4.603
H -6.774 5.293 5.429
N 5.863 -2.404 -0.280
C 4.237 -2.994 -2.032
S -1.318 -1.388 -2.270
H 7.157 -1.273 -2.350
H 3.613 -3.476 -1.291
O -1.546 -2.104 -3.565
P -2.423 -1.123 0.272
O -2.884 1.202 5.538
C -2.350 0.701 0.690
H -2.284 1.870 2.549
H -0.624 -1.656 1.846
O 6.897 -1.842 0.005
N 0.325 2.468 -1.495
H 0.032 2.371 -0.523
H 0.935 3.289 -1.474
C -0.868 -3.525 0.684
*
```

---

[3]
A gas-phase ion, C3H3O3S (charge -1) in a non-equilibrium geometry. Source: the OMol25 dataset; level of theory: ωB97M-V with the def2-TZVPD basis set.

Summary:
Frontier orbital gap   0.2871 Ha
E_tot   -20136.32628 eV
ΔE to the lowest compared entry with this formula, charge and spin   2.1464 eV

The geometry in ORCA input format:
```
! RIJCOSX wB97M-V def2-TZVPD def2/J DEFGRID3
* xyz -1 1
H 3.031 -0.552 -0.684
S -2.835 0.540 -0.187
O -1.559 -0.722 -0.148
O -3.105 0.789 1.237
H 2.559 1.046 -0.121
C -0.212 -0.451 -0.129
C 0.980 -0.291 -0.049
O -3.910 -0.179 -0.890
H 2.658 -0.215 0.953
C 2.393 0.035 0.018
*
```

---

[4]
A molecular structure, C25H38IrP2 in a non-equilibrium geometry. Source: the OMol25 dataset; level of theory: ωB97M-V with the def2-TZVPD basis set.

Summary:
Frontier orbital gap (spin up / spin down)   0.1775 / 0.2130 Ha
E_tot   -47934.38923 eV
⟨S²⟩   8.7937
ΔE to the lowest compared entry with this formula, charge and spin   1.4279 eV

The geometry in ORCA input format:
```
! RIJCOSX wB97M-V def2-TZVPD def2/J DEFGRID3
* xyz 2 6
C 0.628 0.045 -3.834
H 1.678 0.289 -1.339
C -2.388 0.819 -1.521
H -1.199 -4.002 -3.678
C 1.754 2.605 -3.023
H -2.074 0.583 -2.545
H -1.853 1.857 -3.936
C 0.721 0.405 3.909
H -2.504 -3.158 -2.802
C -2.220 -0.465 -0.683
H 1.127 -1.784 -0.354
H 2.596 -0.439 3.266
H 1.661 -0.316 -3.686
H 0.034 1.655 0.954
H 1.620 -3.268 3.357
H -0.459 2.653 -4.729
H -1.436 -4.300 -1.935
H -0.250 3.456 -1.218
C 2.158 1.607 5.995
H -1.209 -2.267 -0.283
H -1.845 2.145 5.405
C -0.406 -1.095 -3.775
H 1.673 3.040 -4.028
C -1.366 1.431 4.735
H 0.831 -4.162 1.981
H -3.474 1.016 -1.583
H -1.186 3.345 -3.231
C 0.389 -0.925 -0.180
H -3.092 -1.108 -0.871
Ir 0.862 -1.580 1.727
H 1.370 -3.571 -3.302
C 2.808 0.743 5.090
C -1.738 1.988 -0.922
H 1.776 3.419 -2.286
C -0.087 -0.273 2.941
C -0.930 2.425 -3.769
C 0.759 -3.304 2.666
C 0.796 1.861 5.872
H 2.680 2.022 -2.950
H 2.122 -2.235 -2.403
C -1.476 -0.190 2.922
H -3.184 0.786 3.812
H -0.189 -3.352 3.229
H 2.066 0.236 0.366
H -2.023 -0.838 2.249
H 1.394 2.440 0.158
H 1.451 -3.646 -1.527
C 1.210 0.344 -0.334
H 0.612 0.474 -4.847
H 2.723 2.078 6.797
C 0.035 1.267 4.843
C 0.565 1.729 -0.012
P -0.320 -2.196 -2.317
H -2.230 -0.209 0.385
P 0.310 1.524 -2.755
H -0.278 -1.733 -4.662
H -2.201 2.394 -0.018
C -1.475 -3.534 -2.721
C -2.104 0.701 3.828
H -1.425 -0.687 -3.851
C -0.359 2.355 -1.138
C 1.307 -2.970 -2.380
H 3.862 0.518 5.221
C 2.100 0.190 4.021
C -0.976 -1.349 -0.882
H 0.275 2.512 6.579
*
```

---

[5]
A gas-phase ion, C6H14NO2 (charge +1) in a non-equilibrium geometry. Source: the OMol25 dataset; level of theory: ωB97M-V with the def2-TZVPD basis set.

Summary:
Frontier orbital gap   0.3838 Ha
E_tot   -12025.79867 eV
ΔE to the lowest compared entry with this formula, charge and spin   1.2502 eV
SMILES   C[C@@]1(O)C[C@@]1([NH3+])CCO

The geometry in ORCA input format:
```
! RIJCOSX wB97M-V def2-TZVPD def2/J DEFGRID3
* xyz 1 1
C 1.500 -1.679 1.491
C -2.193 0.670 -0.609
H -3.228 0.403 -0.255
O 2.542 0.075 -0.034
C 0.257 0.215 0.043
C 1.472 -0.689 0.311
H -0.114 2.139 -0.572
H 1.208 1.998 0.367
H -1.967 0.243 -1.582
C -1.248 0.155 0.555
H -0.182 -1.829 -0.870
N 0.682 1.508 -0.372
H 1.218 1.394 -1.236
O -2.070 2.069 -0.882
H 0.996 -0.547 -1.909
H 2.059 -2.616 1.278
H -1.601 -0.898 0.787
H -2.876 2.472 -1.141
H 3.489 -0.341 -0.018
H 0.451 -1.824 1.777
H -1.411 0.771 1.470
H 2.108 -1.164 2.300
C 0.487 -0.896 -0.924
*
```

---

What is the formula in the fifth record? C6H14NO2